1.
Molecular formula: C7H9N
Method: DFT, ωB97M-V/def2-TZVPD

Calculated values
Orbital gap: 8.9 eV
Largest force on an atom: 3.8 eV Å⁻¹
E: -8893.693 eV
SMILES: C=Cc1[nH]ccc1C

XYZ file:
```
17
Properties=species:S:1:pos:R:3:lowdin_charge:R:1
C -1.720 0.250 2.064 0.03
C -0.416 0.226 1.701 -0.10
C -0.033 0.362 0.290 -0.24
N -0.481 1.434 -0.465 0.06
C -0.044 1.312 -1.798 -0.11
C 0.554 0.085 -1.950 -0.04
C 0.624 -0.465 -0.607 -0.28
C 1.353 -1.641 -0.262 -0.07
H -2.485 0.385 1.288 0.07
H -1.981 0.128 3.038 0.01
H 0.314 0.131 2.506 0.10
H -0.835 2.283 -0.123 0.13
H -0.353 1.908 -2.653 0.10
H 0.883 -0.444 -2.818 0.10
H 2.361 -1.811 -0.644 0.09
H 1.495 -1.622 0.814 0.07
H 0.764 -2.520 -0.379 0.07
```

2.
Molecular formula: C7H9N
Method: DFT, ωB97M-V/def2-TZVPD

Calculated values
Orbital gap: 10.2 eV
Largest force on an atom: 6.3 eV Å⁻¹
E: -8892.194 eV
SMILES: c1ccncc1.C=C

XYZ file:
```
17
Properties=species:S:1:pos:R:3:lowdin_charge:R:1
C -0.473 0.035 -0.208 -0.04
C -1.167 1.268 -0.011 -0.06
C -2.529 1.179 0.127 -0.20
N -3.191 0.065 -0.012 0.04
C -2.569 -1.131 -0.002 -0.16
C -1.211 -1.208 -0.166 -0.08
H 0.624 -0.148 -0.375 0.04
H -0.663 2.167 0.161 0.08
H -3.085 2.136 0.354 0.12
H -3.120 -2.058 0.295 0.12
H -0.775 -2.180 -0.361 0.09
C 2.788 -0.534 0.488 -0.08
C 3.429 0.394 -0.290 -0.09
H 1.930 -1.013 -0.258 0.08
H 2.744 -0.585 1.523 0.02
H 3.112 0.402 -1.347 0.04
H 4.155 1.212 0.081 0.07
```

3.
Molecular formula: C7H9N
Method: DFT, ωB97M-V/def2-TZVPD

Calculated values
Orbital gap: 9.1 eV
Largest force on an atom: 5.5 eV Å⁻¹
E: -8891.785 eV
SMILES: CN1[C@@H]2C=CC=C[C@@H]21

XYZ file:
```
17
Properties=species:S:1:pos:R:3:lowdin_charge:R:1
C 1.567 -0.179 1.123 -0.08
N 1.401 0.014 -0.285 -0.09
C 0.549 0.914 -0.918 -0.25
C -0.572 1.412 -0.292 -0.06
C -1.506 0.716 0.449 -0.07
C -1.620 -0.678 0.181 -0.12
C -0.654 -1.353 -0.492 -0.04
C 0.486 -0.594 -1.112 -0.22
H 2.309 -0.986 1.341 0.08
H 0.647 -0.532 1.709 0.09
H 2.037 0.787 1.566 0.12
H 0.797 1.570 -1.786 0.16
H -0.766 2.399 -0.248 0.07
H -2.361 1.165 0.913 0.09
H -2.420 -1.306 0.593 0.10
H -0.656 -2.416 -0.667 0.10
H 0.762 -0.933 -2.076 0.12
```

4.
Molecular formula: C7H9N
Method: DFT, ωB97M-V/def2-TZVPD

Calculated values
Orbital gap: 9.0 eV
Largest force on an atom: 0.9 eV Å⁻¹
E: -8892.420 eV
SMILES: C=C(N)C(=C)C#CC

XYZ file:
```
17
Properties=species:S:1:pos:R:3:lowdin_charge:R:1
C 1.129 1.681 -0.364 0.05
C 1.375 0.390 -0.609 -0.40
N 2.337 -0.022 -1.517 0.10
C 0.582 -0.672 0.044 -0.28
C 1.066 -1.876 0.361 0.08
C -0.762 -0.339 0.357 -0.02
C -1.902 -0.035 0.590 -0.06
C -3.274 0.310 0.887 -0.10
H 0.339 1.981 0.295 0.05
H 1.725 2.456 -0.814 0.05
H 3.041 0.662 -1.739 0.09
H 2.693 -0.955 -1.407 0.07
H 2.085 -2.166 0.168 0.06
H 0.451 -2.608 0.855 0.07
H -3.436 0.303 1.965 0.08
H -3.504 1.303 0.502 0.08
H -3.947 -0.413 0.426 0.08
```

5.
Molecular formula: C7H9N2
Method: DFT, ωB97M-V/def2-TZVPD

Calculated values
Orbital gap (spin up / spin down): 6.6 / 6.6 eV
Largest force on an atom: 4.9 eV Å⁻¹
Multiplicity: 3
E: -10367.988 eV
Net charge: +1

XYZ file:
```
18
Properties=species:S:1:pos:R:3:lowdin_charge:R:1
C -2.767 0.517 0.021 -0.01
C -1.616 1.312 0.250 -0.05
C -2.548 -0.521 -1.188 0.35
C -0.819 -1.236 0.623 -0.03
C 0.302 -0.073 0.673 -0.23
C 2.308 0.842 -0.597 -0.05
C 1.316 -0.269 -0.476 -0.19
N -0.420 1.180 0.344 0.18
N -1.956 -0.777 -0.104 -0.03
H -3.741 0.725 0.591 0.18
H -0.261 -2.027 -0.086 0.19
H -0.879 -1.434 1.693 0.14
H 0.914 -0.126 1.527 0.14
H 1.890 1.753 -0.767 0.06
H 2.977 0.708 -1.322 0.06
H 2.764 1.039 0.268 0.06
H 1.671 -1.254 -0.073 0.14
H 0.864 -0.359 -1.377 0.08
```

6.
Molecular formula: C7H9N2OP
Method: DFT, ωB97M-V/def2-TZVPD

Calculated values
Orbital gap (spin up / spin down): 8.0 / 8.0 eV
Largest force on an atom: 4.4 eV Å⁻¹
E: -21718.259 eV

XYZ file:
```
20
Properties=species:S:1:pos:R:3:lowdin_charge:R:1
C 1.455 -1.574 1.392 -0.11
C 1.255 -1.672 0.037 -0.06
C 0.902 -0.555 2.084 -0.03
C 0.483 -0.706 -0.594 -0.21
C -0.099 0.376 0.101 -0.31
C 0.211 0.452 1.439 -0.34
C 0.159 -0.818 -2.031 -0.06
N -0.709 1.509 -0.374 -0.20
N -2.567 0.978 -0.734 0.09
O -0.286 1.514 2.072 -0.29
P -0.888 2.654 0.933 0.96
H 2.049 -2.412 1.963 0.15
H 1.759 -2.566 -0.419 0.13
H 1.127 -0.538 3.140 0.12
H -0.308 0.225 -2.398 0.12
H 0.940 -1.095 -2.726 0.07
H -0.503 -1.588 -2.338 0.06
H -2.462 0.769 -1.695 -0.02
H -3.042 1.817 -0.503 -0.04
H 0.524 3.228 0.652 -0.01
```

7.
Molecular formula: C7H9N3O2
Method: DFT, ωB97M-V/def2-TZVPD

Calculated values
Orbital gap: 10.9 eV
Largest force on an atom: 3.6 eV Å⁻¹
E: -15968.506 eV
SMILES: CC[C@@](N)(C(=O)O)C(C#N)C#N

XYZ file:
```
21
Properties=species:S:1:pos:R:3:lowdin_charge:R:1
C -1.019 1.511 -0.192 -0.07
C 0.207 0.738 0.363 -0.13
C 0.189 -0.826 0.158 -0.31
N 1.536 -1.265 -0.021 0.10
C -0.373 -1.641 1.369 -0.54
O -1.468 -1.480 1.855 0.12
O 0.501 -2.465 1.862 0.13
C -0.940 -1.108 -1.099 -0.20
C -0.443 -0.661 -2.364 -0.20
N -0.040 -0.372 -3.409 0.21
C -1.054 -2.519 -1.117 -0.22
N -0.985 -3.647 -1.231 0.22
H -0.593 2.471 -0.493 0.09
H -1.816 1.700 0.407 0.05
H -1.287 1.003 -1.111 0.04
H 0.977 1.225 -0.220 0.10
H 0.390 0.973 1.435 0.14
H 1.772 -1.357 -0.952 0.08
H 2.163 -0.601 0.343 0.10
H 1.268 -2.449 1.203 0.11
H -1.850 -0.639 -0.710 0.15
```

8.
Molecular formula: C7H9N3OSe
Method: DFT, ωB97M-V/def2-TZVPD

Calculated values
Orbital gap (spin up / spin down): 7.6 / 7.1 eV
Largest force on an atom: 4.0 eV Å⁻¹
E: -79261.876 eV

XYZ file:
```
21
Properties=species:S:1:pos:R:3:lowdin_charge:R:1
C -2.547 1.216 -0.091 0.08
C -2.741 0.051 0.008 -0.23
C 2.285 -0.257 0.391 -0.40
C 1.786 0.373 -0.927 -0.30
C 0.019 -0.632 1.481 -0.51
C 0.743 1.413 -0.775 -0.08
C -2.497 -1.333 0.314 -0.46
N 1.192 -0.552 -2.006 -0.07
N 0.335 -1.387 -2.037 -0.02
N 1.389 -0.554 1.427 -0.05
O 3.519 -0.265 0.577 0.03
Se -0.624 -1.793 0.231 1.14
H -2.669 2.282 -0.370 0.07
H 2.727 0.592 -1.493 0.15
H -0.424 0.234 2.044 0.10
H -0.163 1.018 -0.127 0.05
H 0.273 1.821 -1.695 0.09
H 1.304 2.225 -0.230 0.11
H -3.103 -2.100 -0.334 0.12
H -2.685 -1.511 1.354 0.05
H 1.878 -0.841 2.257 0.14
```

9.
Molecular formula: C7H9N5
Method: DFT, ωB97M-V/def2-TZVPD

Calculated values
Orbital gap: 9.1 eV
Largest force on an atom: 1.4 eV Å⁻¹
E: -14854.499 eV
SMILES: CNc1nncc2c(C)ncn12

XYZ file:
```
21
Properties=species:S:1:pos:R:3:lowdin_charge:R:1
C -0.461 1.757 2.613 -0.09
N -1.398 1.543 1.519 0.00
C -1.286 0.399 0.755 -0.36
N -2.223 -0.481 0.742 0.08
N -2.101 -1.613 -0.034 0.02
C -1.046 -1.781 -0.732 -0.09
C 0.013 -0.815 -0.828 -0.14
C 1.177 -0.615 -1.515 -0.30
C 1.853 -1.552 -2.434 -0.03
N 1.693 0.624 -1.190 0.13
C 0.863 1.160 -0.321 -0.12
N -0.191 0.321 -0.076 0.07
H 0.566 1.840 2.251 0.06
H -0.692 2.654 3.170 0.08
H -0.459 0.937 3.373 0.10
H -2.335 1.534 1.882 0.12
H -0.989 -2.688 -1.309 0.11
H 1.919 -1.154 -3.442 0.08
H 2.870 -1.691 -2.079 0.08
H 1.330 -2.527 -2.479 0.08
H 0.897 2.150 0.132 0.13
```

10.
Molecular formula: C7H9N6O2
Method: DFT, ωB97M-V/def2-TZVPD

Calculated values
Orbital gap: 8.3 eV
Largest force on an atom: 4.5 eV Å⁻¹
E: -20428.743 eV
SMILES: N/C(=N\C=C(/C=[NH2+])[N+](=O)[O-])n1ccnc1
Net charge: +1

XYZ file:
```
24
Properties=species:S:1:pos:R:3:lowdin_charge:R:1
N 1.929 -0.811 1.348 0.25
C 0.658 -0.852 0.987 -0.19
N 0.199 -0.187 -0.382 0.09
C 0.765 0.972 -0.609 -0.10
C 0.415 1.767 -1.698 -0.13
C -0.379 1.444 -2.861 0.00
N -1.009 0.283 -2.995 0.16
N 1.238 2.957 -1.775 -0.39
O 1.172 3.566 -2.803 0.10
O 1.890 3.254 -0.803 0.08
N -0.358 -1.457 1.571 0.00
C -0.505 -2.036 2.828 -0.03
C -1.837 -2.147 3.072 -0.05
N -2.563 -1.636 1.966 0.13
C -1.682 -1.172 1.161 -0.12
H 2.525 -1.319 2.045 0.18
H 2.560 -0.218 0.878 0.11
H 1.474 1.492 0.087 0.14
H -0.226 2.270 -3.549 0.14
H -0.868 -0.372 -2.200 0.10
H -1.774 0.059 -3.696 0.17
H 0.270 -2.274 3.526 0.12
H -2.049 -2.847 3.773 0.09
H -1.843 -0.734 0.127 0.15
```

11.
Molecular formula: C7H9NO
Method: DFT, ωB97M-V/def2-TZVPD

Calculated values
Orbital gap: 9.1 eV
Largest force on an atom: 1.1 eV Å⁻¹
E: -10939.968 eV
SMILES: C=C(O)C(=C)C#N.C=C

XYZ file:
```
18
Properties=species:S:1:pos:R:3:lowdin_charge:R:1
C 1.599 1.234 -1.064 0.10
C 0.901 0.098 -1.004 -0.41
O 1.544 -1.096 -0.895 0.05
C -0.568 0.088 -1.090 -0.27
C -1.313 -0.982 -1.396 0.12
C -1.223 1.319 -0.822 -0.22
N -1.781 2.294 -0.598 0.19
H 1.112 2.183 -1.177 0.07
H 2.673 1.216 -1.017 0.07
H 0.914 -1.794 -0.676 0.09
H -2.386 -0.921 -1.443 0.08
H -0.879 -1.940 -1.638 0.08
C 0.489 0.011 2.161 -0.08
C -0.686 -0.579 2.112 -0.08
H 0.593 1.078 2.045 0.06
H 1.403 -0.540 2.314 0.05
H -1.595 -0.023 1.959 0.05
H -0.797 -1.645 2.229 0.05
```

12.
Molecular formula: C7H9NO2
Method: DFT, ωB97M-V/def2-TZVPD

Calculated values
Orbital gap: 8.9 eV
Largest force on an atom: 3.8 eV Å⁻¹
E: -12984.792 eV

XYZ file:
```
19
Properties=species:S:1:pos:R:3:lowdin_charge:R:1
C -3.700 0.255 1.326 -0.15
C -2.578 0.307 0.891 -0.14
C 0.713 1.035 -0.964 -0.39
C 2.001 1.148 -0.184 -0.05
C 2.257 -0.256 0.506 -0.12
C 0.855 -0.913 0.488 -0.08
C -1.252 -0.435 -0.930 -0.17
N 0.014 -0.121 -0.500 0.01
O 0.284 1.814 -1.789 0.10
O -1.601 -1.711 -0.929 0.10
H -4.499 0.645 1.975 -0.01
H 2.795 1.413 -0.879 0.12
H 1.815 1.988 0.439 0.12
H 2.999 -0.921 -0.018 0.13
H 2.804 -0.101 1.352 0.07
H 1.129 -1.944 0.423 0.11
H 0.264 -0.743 1.358 0.11
H -1.767 0.332 -1.522 0.14
H -2.532 -1.793 -1.041 0.11
```

13.
Molecular formula: C7H9NO2Tc
Method: DFT, ωB97M-V/def2-TZVPD

Calculated values
Orbital gap (spin up / spin down): 6.6 / 5.6 eV
Largest force on an atom: 5.1 eV Å⁻¹
Multiplicity: 4
E: -15165.063 eV
Net charge: +2

XYZ file:
```
20
Properties=species:S:1:pos:R:3:lowdin_charge:R:1
Tc -0.409 -0.538 -1.612 1.53
C -1.199 -1.745 -3.136 -0.13
H -1.649 -2.718 -2.879 0.07
H -1.975 -1.203 -3.714 0.06
H -0.390 -1.980 -3.857 0.07
H 0.475 0.908 -1.760 0.15
H 0.407 0.576 -2.588 0.14
O 1.864 -2.304 1.219 0.23
C 1.139 -1.550 0.587 -0.42
O 0.717 -1.754 -0.682 -0.12
C 0.637 -0.265 1.170 -0.16
C 0.962 0.228 2.444 0.08
C 0.454 1.458 2.833 0.05
C -0.377 2.160 1.946 0.03
C -0.679 1.610 0.698 -0.06
N -0.160 0.416 0.327 -0.09
H 1.609 -0.396 3.055 0.16
H 0.688 1.882 3.809 0.15
H -0.799 3.127 2.190 0.14
H -1.314 2.088 -0.048 0.13
```